1.
48
Properties=species:S:1:pos:R:3:lowdin_charge:R:1 method="wB97M-V/def2-TZVPD" multiplicity=1 homo_ev=-10.2 lumo_energy_ev=-1.308
O 1.128 1.598 2.528 -0.006
H 0.282 1.208 2.570 -0.032
H 0.992 2.513 2.494 0.017
O -2.546 1.446 0.209 -0.052
H -2.651 1.820 -0.646 0.037
H -1.878 0.764 0.110 -0.018
O -1.493 1.007 -4.167 -0.030
H -1.554 0.318 -4.805 0.038
H -0.700 0.825 -3.658 -0.007
O -0.786 3.560 0.879 -0.041
H -0.862 3.466 1.828 0.044
H -1.181 2.750 0.535 0.002
O 3.229 -0.212 1.941 -0.052
H 2.377 0.159 2.173 -0.024
H 3.419 -0.701 2.752 0.039
O -2.732 -0.111 -2.029 -0.022
H -2.165 -0.722 -1.618 -0.049
H -2.316 0.222 -2.799 -0.035
O -1.296 -2.391 -1.227 -0.046
H -1.347 -2.570 -0.265 0.013
H -0.394 -2.218 -1.525 0.009
O -1.327 0.328 2.744 -0.018
H -1.537 -0.315 2.099 -0.039
H -2.091 0.879 2.889 0.066
O 0.919 1.481 -2.985 -0.023
H 0.949 1.617 -2.049 -0.009
H 1.333 0.636 -3.111 0.007
O 0.683 -2.017 1.264 -0.031
H 1.280 -2.580 0.774 0.082
H -0.117 -2.620 1.258 0.098
O 1.292 -1.336 3.894 -0.045
H 0.427 -1.514 4.287 0.047
H 1.116 -1.613 3.007 -0.043
O 1.482 2.615 -0.383 -0.058
H 1.425 1.706 -0.108 -0.016
H 0.632 2.928 -0.027 -0.005
O 0.044 0.142 -0.173 -0.036
H 0.195 -0.253 -1.034 0.004
H 0.281 -0.617 0.370 -0.007
O 0.911 -1.280 -2.571 -0.052
H 1.799 -1.222 -2.273 -0.004
H 0.835 -1.939 -3.295 0.112
O -2.652 -1.226 1.090 -0.031
H -3.254 -1.524 0.448 0.047
H -2.142 -2.124 1.148 0.094
O 3.094 -0.741 -1.045 -0.022
H 2.873 -1.221 -0.251 0.015
H 4.023 -0.923 -1.245 0.080

=====

2.
48
Properties=species:S:1:pos:R:3:lowdin_charge:R:1 method="wB97M-V/def2-TZVPD" multiplicity=1 homo_ev=-10.2 lumo_energy_ev=-0.414
O -1.877 2.130 1.158 -0.074
H -2.142 3.058 0.913 0.099
H -2.501 2.001 1.907 0.104
O 2.253 2.044 -0.522 -0.029
H 1.511 2.620 -0.362 -0.018
H 2.964 2.642 -0.643 0.052
O -0.080 0.927 -2.296 -0.049
H -0.641 0.228 -2.670 0.024
H -0.486 1.675 -2.766 0.079
O -2.165 -0.792 -3.029 -0.076
H -2.867 -1.446 -3.285 0.085
H -2.009 -1.218 -2.197 -0.049
O 2.546 0.366 1.714 -0.018
H 1.874 0.742 1.196 -0.044
H 3.296 0.855 1.489 0.020
O 0.424 -3.334 -1.726 -0.061
H 0.491 -2.664 -1.067 -0.040
H 0.875 -4.114 -1.347 0.058
O 0.151 3.600 -0.319 -0.062
H -0.364 4.395 -0.584 0.088
H -0.534 2.969 0.043 0.034
O -3.683 0.233 -0.407 -0.049
H -3.126 0.973 -0.367 -0.032
H -3.071 -0.529 -0.318 -0.008
O 1.163 -1.633 3.304 -0.050
H 1.436 -1.638 4.244 0.066
H 1.558 -0.941 2.779 -0.012
O -2.136 -2.028 -0.748 -0.076
H -3.012 -2.508 -0.864 0.133
H -1.604 -2.718 -0.340 0.040
O -0.041 -2.882 0.924 -0.053
H 0.451 -2.102 1.188 0.015
H -0.235 -3.214 1.800 0.063
O 0.412 2.570 2.483 -0.016
H -0.349 2.144 2.159 -0.051
H 0.085 3.042 3.229 0.028
O 2.729 0.728 -2.940 -0.096
H 2.761 -0.257 -2.809 0.036
H 2.016 1.144 -2.437 -0.021
O -1.967 -1.245 2.269 -0.007
H -1.222 -1.608 1.886 -0.075
H -1.656 -0.568 2.866 0.040
O 2.706 -1.465 -0.953 -0.015
H 3.243 -1.677 -1.689 0.020
H 3.018 -0.587 -0.820 0.005
O 0.144 -0.083 0.315 -0.027
H 0.452 0.248 -0.536 0.012
H -0.795 -0.081 0.176 0.008

=====

Each structure's energy above the most stable one, in kcal/mol: 1 0.0; 2 2.6.

=====

1.
17
Properties=species:S:1:pos:R:3:lowdin_charge:R:1 method="wB97M-V/def2-TZVPD" multiplicity=1 homo_ev="-8.8 / -10.1" lumo_energy_ev="-1.054 / -1.642"
C -2.144 1.326 0.177 -0.601
C 1.284 -0.726 1.114 -0.115
C -0.690 -1.344 -0.432 -0.107
C 0.533 0.648 -0.944 -0.175
C 0.131 -0.178 0.217 -0.815
N -2.945 1.603 -0.609 0.097
P -1.183 0.562 1.409 0.994
H 0.961 -1.492 1.755 0.045
H 2.038 -1.363 0.565 0.101
H 1.726 0.217 1.498 0.070
H -1.727 -1.118 -0.709 0.082
H -0.751 -2.147 0.164 0.037
H -0.252 -1.521 -1.301 0.026
H 1.316 1.492 -0.526 0.049
H 1.113 0.039 -1.660 0.089
H -0.249 1.350 -1.384 0.084
H 0.839 2.651 0.666 0.141

=====

2.
17
Properties=species:S:1:pos:R:3:lowdin_charge:R:1 method="wB97M-V/def2-TZVPD" multiplicity=1 smiles="C[C@@H]1C[C@H](C)P=N1" homo_ev=-8.9 lumo_energy_ev=0.092
C 0.003 -0.011 -0.964 -0.252
C 0.135 -1.464 -0.398 -0.512
C -1.155 0.831 -0.410 -0.472
C 0.889 -1.615 0.900 -0.109
C -0.968 1.637 0.861 -0.111
N -1.212 -1.887 -0.074 -0.326
P -2.318 -0.810 -0.140 0.942
H 0.932 0.561 -0.954 0.112
H -0.185 -0.058 -2.000 0.078
H 0.669 -2.004 -1.249 0.150
H -1.401 1.447 -1.254 0.078
H 0.370 -1.304 1.833 0.076
H 1.830 -0.983 0.845 0.087
H 1.160 -2.740 1.003 0.102
H -1.678 1.540 1.605 0.037
H -0.859 2.665 0.526 0.082
H -0.095 1.292 1.281 0.038

=====

3.
17
Properties=species:S:1:pos:R:3:lowdin_charge:R:1 method="wB97M-V/def2-TZVPD" multiplicity=1 homo_ev=-8.1 lumo_energy_ev=1.033
C 1.570 1.335 0.108 -0.132
C 0.386 1.041 0.668 -0.110
C 2.307 0.187 -0.379 -0.219
C 1.271 -0.986 -0.284 -0.196
C 0.139 -0.449 0.530 -0.266
N -1.485 -0.487 -0.468 -0.381
P -2.686 0.238 0.519 0.648
H 2.075 2.359 0.169 0.130
H -0.447 1.582 1.222 0.090
H 2.647 0.368 -1.496 0.139
H 3.290 -0.164 0.048 0.121
H 0.904 -1.349 -1.313 0.137
H 1.722 -1.780 0.325 0.103
H -0.183 -1.119 1.472 0.149
H -1.503 -1.557 -0.627 0.055
H -2.652 1.448 -0.117 -0.145
H -3.832 -0.127 -0.257 -0.119

=====

4.
17
Properties=species:S:1:pos:R:3:lowdin_charge:R:1 method="wB97M-V/def2-TZVPD" multiplicity=1 smiles="C=CN(C=C)PC" homo_ev=-7.8 lumo_energy_ev=1.076
C -1.257 -1.550 1.185 -0.040
C -0.632 1.362 1.884 -0.013
C -0.050 -1.288 0.829 -0.341
C -0.073 1.268 0.684 -0.220
C 0.951 -0.575 -2.220 -0.340
N 0.452 -0.049 0.399 -0.402
P 1.799 -0.317 -0.645 0.868
H -1.605 -2.571 1.540 0.079
H -1.958 -0.677 1.113 0.072
H -1.047 2.402 2.005 0.068
H -0.820 0.540 2.648 0.089
H 0.824 -1.998 0.748 0.088
H -0.176 1.978 -0.052 0.075
H 0.850 -1.644 -2.238 0.010
H 1.344 -0.312 -3.142 0.000
H -0.137 -0.331 -2.272 0.058
H 2.092 1.082 -0.513 -0.051

=====

Each structure's energy above the most stable one, in kcal/mol: 1 87.0; 2 0.0; 3 39.3; 4 28.5.

=====

1.
16
Properties=species:S:1:pos:R:3:lowdin_charge:R:1 method="wB97M-V/def2-TZVPD" multiplicity=1 homo_ev=-10.1 lumo_energy_ev=0.213
C -0.714 2.967 -1.259 -0.026
C -1.086 1.918 -0.802 -0.063
C -0.319 -0.259 1.414 -0.108
C 0.990 -0.543 -0.596 -0.072
C -1.462 -0.151 -0.775 -0.468
C -0.371 -0.789 -0.036 -0.548
Br -3.272 -0.206 0.097 0.616
H -0.295 3.987 -1.264 0.029
H -0.490 0.801 1.447 0.063
H -1.121 -0.675 2.089 0.081
H 0.573 -0.338 1.910 0.042
H 0.862 -0.016 -1.582 0.088
H 1.439 -1.563 -0.836 0.114
H 1.431 0.202 0.039 0.074
H -1.675 -0.563 -1.757 0.063
H -0.608 -1.808 -0.023 0.116

=====

2.
16
Properties=species:S:1:pos:R:3:lowdin_charge:R:1 method="wB97M-V/def2-TZVPD" multiplicity=1 homo_ev="-9.4 / -9.4" lumo_energy_ev="-0.889 / -0.888"
C -1.785 -2.568 0.460 -0.078
C -1.328 -1.508 0.127 -0.083
C 1.519 -0.355 -0.319 -0.087
C 0.096 1.329 1.044 -0.079
C -0.756 0.581 -1.028 -0.537
C 0.508 0.783 -0.326 -0.592
Br -0.909 0.177 -2.866 0.745
H -1.942 -3.352 1.112 -0.031
H 0.937 -1.370 -0.153 0.087
H 2.154 -0.234 -1.253 0.089
H 2.264 -0.304 0.579 0.106
H -0.798 2.049 0.883 0.112
H 1.063 1.694 1.470 0.099
H -0.244 0.536 1.641 0.046
H -1.735 0.940 -0.557 0.082
H 0.956 1.605 -0.815 0.120

=====

Each structure's energy above the most stable one, in kcal/mol: 1 0.0; 2 26.3.

=====

1.
25
Properties=species:S:1:pos:R:3:lowdin_charge:R:1 method="wB97M-V/def2-TZVPD" multiplicity=1 charge=+1 smiles="C1=C(n2ccc[n+]2-c2ccccc2)C1" homo_ev=-12.8 lumo_energy_ev=-3.998
C -2.150 2.349 -0.644 -0.075
C -2.176 1.743 0.579 -0.057
C -1.632 1.773 -1.800 0.001
C -1.631 0.451 0.761 0.000
C 0.148 -3.321 0.874 0.016
C 1.210 -2.485 0.837 0.028
C -0.893 -2.648 0.230 0.023
C -1.173 0.390 -1.666 0.008
C -1.184 -0.193 -0.402 -0.177
C 2.497 0.859 0.640 0.038
C 1.387 0.933 -0.411 0.063
C 1.499 -0.267 0.080 -0.183
N 0.856 -1.353 0.207 0.010
N -0.482 -1.449 -0.079 0.047
H -2.528 3.364 -0.730 0.119
H -2.482 2.235 1.594 0.158
H -1.481 2.103 -2.789 0.104
H -1.218 0.453 1.742 0.120
H 0.264 -4.315 1.186 0.111
H 2.192 -2.539 1.386 0.183
H -1.775 -3.064 -0.206 0.153
H 3.559 0.867 0.498 0.084
H 2.206 1.383 1.516 0.069
H 1.056 1.471 -1.206 0.079
H -1.033 -0.073 -2.535 0.078

=====

2.
25
Properties=species:S:1:pos:R:3:lowdin_charge:R:1 method="wB97M-V/def2-TZVPD" multiplicity=1 charge=+1 smiles="C1=CC2=[N+]=CC=CN3C4(CC4)[C@@]23C=C1" homo_ev="-13.3 / -13.3" lumo_energy_ev="-5.719 / -5.720"
C -2.625 0.831 0.617 -0.027
C -3.077 -0.335 -0.002 -0.010
C -1.310 1.206 0.528 0.008
C -2.160 -1.163 -0.534 -0.029
C 1.433 -1.858 1.026 -0.009
C 1.352 -0.586 1.585 -0.023
C 1.002 -2.441 -0.180 -0.046
C -0.314 0.424 -0.053 -0.134
C -0.818 -0.924 -0.623 -0.131
C 2.022 1.113 -1.362 -0.029
C 1.331 2.371 -0.865 -0.032
C 1.008 1.046 -0.284 -0.392
N 0.910 0.604 1.067 0.133
N -0.051 -2.004 -0.930 0.148
H -3.384 1.423 1.212 0.148
H -4.139 -0.667 0.043 0.150
H -0.891 2.021 1.201 0.173
H -2.396 -2.225 -0.737 0.149
H 2.112 -2.556 1.582 0.134
H 1.373 -0.374 2.638 0.132
H 1.415 -3.439 -0.439 0.137
H 1.606 0.691 -2.288 0.120
H 3.139 0.966 -1.231 0.147
H 1.972 3.168 -0.421 0.137
H 0.490 2.707 -1.553 0.145

=====

Each structure's energy above the most stable one, in kcal/mol: 1 0.0; 2 3.6.